No. 1
A cluster of 2 separate species, C5H7NO in total, computed with ωB97M-V with the def2-TZVPD basis set.

Positions of all 14 atoms, in Å:
C  0.67372  2.18353  -0.90620
C  0.33908  0.02096  0.80353
C  0.74524  -1.02147  -0.05851
N  -0.01789  -2.09326  0.14586
C  -1.26526  -1.60968  0.76616
O  -2.14911  -2.34653  1.10267
C  -0.96065  -0.18972  1.09642
H  0.57871  2.87790  -1.73987
H  1.72271  2.06839  -0.62136
H  0.11722  2.54431  -0.04056
H  1.47611  -0.97819  -0.86542
H  0.06793  -3.00537  -0.28153
H  -1.58940  0.32911  1.81121
H  0.26158  1.22003  -1.21241

- total charge = 0
- E_HOMO (alpha / beta) (eV) = -8.95 / -8.23
- multiplicity = 1
- SMILES = O=C1C=C=CN1.C
- frontier orbital gap (alpha / beta) (eV) = 7.87 / 7.21
- ΔE to the lowest compared entry with this formula, charge and spin (kcal/mol) = 89.6



No. 2
A cluster of 4 separate species, C4H15NO5 in total, computed with ωB97M-V with the def2-TZVPD basis set.

Positions of all 25 atoms, in Å:
C  -1.78735  -1.30371  -0.47715
N  -0.93266  -0.33217  0.16757
C  -0.82163  1.33747  -1.72913
C  -0.08604  0.46867  -0.69820
C  0.88142  -0.44242  -1.45411
O  2.08770  -0.47115  -0.81714
O  0.64566  -1.12580  -2.40086
H  -2.54378  -1.61599  0.25215
H  -1.26748  -2.16277  -0.88191
H  -2.35283  -0.91369  -1.32184
H  -1.43278  0.28090  0.78398
H  -1.66271  1.80908  -1.24190
H  -0.20329  2.11651  -2.12223
H  -1.22002  0.71424  -2.53650
H  0.52910  1.08003  -0.06704
H  2.77467  -0.86126  -1.37095
H  0.32096  0.54584  3.42812
H  0.94812  0.24751  2.11126
O  0.62065  0.99759  2.63672
H  -1.80723  2.88439  1.41799
H  -0.77056  1.82617  1.90164
O  -1.62298  1.93592  1.43408
H  1.73120  -1.33535  0.81437
H  0.46474  -1.72608  1.48833
O  1.37282  -1.48967  1.70754

- total charge = 0
- E_HOMO (eV) = -8.89
- multiplicity = 1
- SMILES = CN[C@H](C)C(=O)O.O.O.O
- frontier orbital gap (eV) = 9.47
- ΔE to the lowest compared entry with this formula, charge and spin (kcal/mol) = 2.3



No. 3
A structure of composition C47H58LaN3O2PS2, computed with ωB97M-V with the def2-TZVPD basis set.

Positions of all 114 atoms, in Å:
La  0.73299  -0.99464  -0.23832
C  -1.65914  -1.72111  4.18254
C  -2.20097  -1.93271  2.78197
C  -2.10282  -3.21319  2.21200
C  -1.69646  -4.35970  3.11403
C  -2.46838  -3.42046  0.87815
C  -2.31075  -4.78116  0.22873
C  -3.02054  -2.36024  0.13664
C  -3.52391  -2.60277  -1.27540
C  -3.19482  -1.10265  0.72906
C  -3.84845  0.02662  -0.04242
C  -2.80052  -0.89208  2.06539
C  -3.12217  0.43515  2.72257
H  -0.73924  -2.29221  4.32329
H  -2.36862  -2.04067  4.95513
H  -1.41500  -0.67619  4.36638
H  -0.64331  -4.31185  3.39910
H  -1.87894  -5.32903  2.65627
H  -2.27825  -4.32409  4.04027
H  -3.23372  -5.37105  0.30037
H  -1.50950  -5.35691  0.68723
H  -2.05221  -4.68407  -0.82245
H  -2.78909  -2.30944  -2.03137
H  -4.43564  -2.03690  -1.46604
H  -3.75610  -3.65374  -1.44185
H  -4.93292  0.04835  0.12920
H  -3.68355  -0.06494  -1.11613
H  -3.44613  0.99290  0.25343
H  -2.50196  1.24474  2.32867
H  -2.99962  0.40084  3.80328
H  -4.16276  0.70999  2.52190
C  -1.25499  2.83101  -4.86694
C  -1.84941  1.64418  -5.29353
C  -1.58495  0.45567  -4.63636
C  -0.72586  0.45040  -3.53515
C  -0.14318  1.63284  -3.10781
C  -0.40325  2.82456  -3.77561
N  -0.37673  -0.75809  -2.81055
N  -0.53366  -1.77415  -3.47360
C  -0.12078  -3.02089  -2.89666
C  -0.07387  -4.04385  -3.84231
C  0.36804  -5.30415  -3.47253
C  0.77376  -5.50859  -2.15933
C  0.72592  -4.46054  -1.24254
C  0.25153  -3.17850  -1.55488
H  -1.45907  3.76036  -5.38703
H  -2.52239  1.64979  -6.14193
H  -2.04283  -0.47263  -4.94959
H  0.53147  1.63532  -2.26367
H  0.05276  3.73908  -3.41643
H  -0.35782  -3.82065  -4.86424
H  0.41391  -6.10706  -4.19672
H  1.13191  -6.48602  -1.84889
H  1.08167  -4.66728  -0.23406
C  2.46662  2.03649  1.14608
N  1.99017  0.78632  1.74421
C  1.15474  1.07421  2.91060
C  3.13999  -0.02558  2.14891
C  2.76038  -1.43496  2.54208
C  3.50046  -2.06104  3.54391
C  3.24743  -3.38557  3.89014
C  2.24003  -4.07421  3.22669
C  1.50616  -3.42039  2.23679
C  1.72540  -2.09132  1.84877
H  3.05366  2.62093  1.87375
H  1.62942  2.63914  0.81019
H  3.09335  1.81246  0.28232
H  1.71895  1.65019  3.66006
H  0.82214  0.13968  3.36660
H  0.28231  1.65426  2.60195
H  3.67384  0.46703  2.97597
H  3.82298  -0.05952  1.29744
H  4.28698  -1.51192  4.05685
H  3.83222  -3.87125  4.66386
H  2.02936  -5.11123  3.47460
H  0.72497  -3.99512  1.73556
C  -4.03070  3.50363  -0.60655
C  -3.31592  4.58541  -1.40122
C  -3.61528  5.98591  -0.89414
O  -1.89272  4.36943  -1.51397
P  -0.77109  4.00967  -0.42389
S  0.94197  4.49587  -1.22401
S  -0.99109  2.13471  0.22064
O  -1.25627  4.99800  0.75952
C  -0.72346  5.20273  2.09467
C  -1.45690  4.31219  3.08069
C  0.78140  5.04595  2.20989
H  -5.11284  3.64646  -0.68956
H  -3.74683  3.54764  0.44972
H  -3.77054  2.51393  -0.98614
H  -3.64684  4.52502  -2.43573
H  -3.37961  6.07236  0.16598
H  -4.67825  6.20074  -1.04346
H  -3.02529  6.72530  -1.44237
H  -0.98108  6.24049  2.30410
H  -1.29763  3.26591  2.81896
H  -2.53259  4.51300  3.05724
H  -1.08623  4.48959  4.09564
H  1.08348  4.00744  2.04261
H  1.08652  5.34367  3.21780
H  1.29915  5.66238  1.47750
C  2.79878  -0.37685  -1.40278
C  3.94245  -0.36317  -1.84176
C  5.28435  -0.33991  -2.36665
C  5.53923  0.11421  -3.66399
C  6.83331  0.12726  -4.16677
C  7.89584  -0.31133  -3.38450
C  7.65329  -0.76214  -2.09166
C  6.36060  -0.77629  -1.58624
H  4.70879  0.45786  -4.26805
H  7.01440  0.48286  -5.17436
H  8.90500  -0.30302  -3.77976
H  8.47570  -1.10410  -1.47446
H  6.16564  -1.12899  -0.58152

- total charge = -1
- E_HOMO (eV) = -5.20
- multiplicity = 1
- frontier orbital gap (eV) = 7.24
- ΔE to the lowest compared entry with this formula, charge and spin (kcal/mol) = 3.2



No. 4
A structure of composition C20H22BN8ORhS, computed with ωB97M-V with the def2-TZVPD basis set.

Positions of all 54 atoms, in Å:
Rh  0.25770  -0.23380  0.26526
C  -2.77516  -2.89151  1.21377
C  -2.06693  -1.72127  1.44598
N  -1.13421  -1.58610  0.49952
N  -1.21162  -2.64359  -0.34360
C  -2.20721  -3.44069  0.08292
B  -0.28459  -2.61949  -1.58575
N  1.16006  -2.66411  -1.01433
C  2.19263  -3.53011  -0.99191
C  3.24050  -2.98531  -0.27939
C  2.77961  -1.75240  0.15663
N  1.54358  -1.56756  -0.31552
N  -0.51384  -1.28304  -2.31592
C  -0.86025  -0.96958  -3.58162
C  -0.97530  0.39894  -3.69023
C  -0.67634  0.88648  -2.42229
N  -0.40729  -0.13512  -1.60834
N  -0.64338  -3.76220  -2.57191
C  0.02131  -4.67490  -3.21954
C  -0.91634  -5.42016  -4.02607
C  -2.17509  -4.80257  -3.74616
N  -2.03442  -3.82600  -2.90718
H  -3.59616  -3.28035  1.79066
H  -2.18706  -0.98820  2.22550
H  -2.46330  -4.34424  -0.44350
H  2.13861  -4.49991  -1.45209
H  4.20408  -3.42683  -0.09226
H  3.25856  -1.00566  0.76899
H  -1.00899  -1.72898  -4.33027
H  -1.23977  0.96736  -4.56469
H  -0.64130  1.90475  -2.06706
H  1.09059  -4.80170  -3.17708
H  -0.68828  -6.23523  -4.69797
H  -3.14551  -5.05488  -4.14854
C  -1.19412  5.95925  1.55973
C  -0.85903  4.54579  1.91861
C  0.36354  3.97538  1.54734
C  0.69184  2.68067  1.91019
C  -0.23749  1.93152  2.63903
C  -1.47737  2.46454  2.99742
C  -1.77094  3.76633  2.64178
S  0.12745  0.28840  3.15574
C  1.06080  0.38431  4.66592
O  1.16627  -0.17974  2.08023
H  -0.32661  6.49146  1.17598
H  -1.57288  6.49604  2.42933
H  -1.97524  5.98380  0.79751
H  1.08257  4.57000  0.99828
H  1.67060  2.27779  1.67580
H  -2.19404  1.87887  3.56189
H  -2.72322  4.19318  2.93015
H  1.88717  1.08618  4.56504
H  1.40926  -0.62015  4.90031
H  0.35274  0.72181  5.42481

- total charge = +3
- E_HOMO (alpha / beta) (eV) = -17.15 / -17.15
- multiplicity = 2
- frontier orbital gap (alpha / beta) (eV) = 6.22 / 4.45
- ΔE to the lowest compared entry with this formula, charge and spin (kcal/mol) = 0.0



Number 1: strongest force on any atom 0.393 eV/Å, DFT total energy -8832.3163 eV. Number 2: strongest force on any atom 1.319 eV/Å, DFT total energy -16119.4627 eV. Number 3: strongest force on any atom 1.727 eV/Å, DFT total energy -90067.6700 eV. Number 4: strongest force on any atom 0.413 eV/Å, DFT total energy -49557.6798 eV.